# 1
The ion C5H13NS with charge +1 at a distorted geometry. Source: the OMol25 dataset; level of theory: ωB97M-V/def2-TZVPD.

Cartesian coordinates (Å):
C -0.153 -0.413 0.551
C -0.923 -1.022 -0.610
C -1.978 -0.070 -1.199
S -1.224 1.447 -1.887
C 1.108 -1.314 0.888
N 2.072 -0.889 1.871
C 2.375 0.512 2.116
H 0.202 0.623 0.464
H -0.726 -0.233 1.475
H -0.143 -1.345 -1.299
H -1.446 -1.860 -0.136
H -2.715 0.218 -0.456
H -2.396 -0.705 -1.982
H -1.900 2.391 -1.225
H 1.533 -1.422 -0.116
H 0.796 -2.298 1.237
H 1.981 -1.398 2.749
H 3.172 0.765 1.403
H 1.513 1.133 1.872
H 2.616 0.667 3.161

As for the electronic energy: -650.9041 Eh. For the relative energy (zero: lowest compared OMol25 entry of this formula, charge and spin), the calculation gives 76.5 kJ/mol. The orbital gap (spin up / spin down) is 8.994 / 4.253 eV. The value obtained for the LUMO energy (spin up / spin down) is -3.2 / -8.0 eV. As for the net charge: +1. As for the expectation value of S²: 0.75. The multiplicity is 2. Its HOMO energy (spin up / spin down) is -12.21 / -12.20 eV.



# 2
The molecule C5H13NS2 at a distorted geometry. Source: the OMol25 dataset; level of theory: ωB97M-V/def2-TZVPD.

Cartesian coordinates (Å):
C 1.313 2.980 -0.889
C -0.018 2.208 -0.934
C -0.102 1.032 -1.880
S 0.862 -0.454 -1.328
S 0.981 -0.547 0.659
C -0.660 -1.120 1.324
C -0.991 -2.586 1.148
N 0.117 -3.461 1.433
H 1.460 3.427 0.118
H 1.535 3.659 -1.714
H 2.181 2.293 -0.784
H -0.841 2.842 -1.243
H -0.222 2.070 0.126
H -1.127 0.634 -1.964
H 0.136 1.151 -2.961
H -0.549 -0.748 2.378
H -1.438 -0.459 0.932
H -1.989 -2.822 1.573
H -1.228 -2.714 0.064
H 0.772 -3.054 2.090
H -0.193 -4.331 1.853

As for the electronic energy: -1049.4075 Eh. For the relative energy (zero: lowest compared OMol25 entry of this formula, charge and spin), the calculation gives 76.8 kJ/mol. The orbital gap is 9.255 eV. The value obtained for the LUMO energy is 0.8 eV. The SMILES is CCCSSCCN. Its HOMO energy is -8.48 eV.



# 3
A cluster of 2 separate species, C5H13NS2 in total at a distorted geometry. Source: the OMol25 dataset; level of theory: ωB97M-V/def2-TZVPD.

Cartesian coordinates (Å):
S 2.284 0.193 2.031
S -3.829 -0.931 0.260
C -2.065 -1.121 0.415
C -1.308 0.077 -0.079
C -1.480 1.423 0.674
N 0.079 -0.363 -0.101
C 1.042 0.299 -0.962
C 2.077 -0.625 -1.556
H 2.890 0.187 3.256
H -1.749 -1.973 -0.232
H -1.763 -1.354 1.449
H -1.768 0.208 -1.211
H -0.840 2.253 0.210
H -0.950 1.076 1.626
H -2.554 1.791 0.578
H 0.606 -0.432 0.868
H 1.629 1.157 -0.459
H 0.479 0.722 -1.842
H 1.809 -1.467 -2.150
H 2.837 0.042 -2.060
H 2.576 -1.165 -0.714

As for the electronic energy: -1048.9729 Eh. For the relative energy (zero: lowest compared OMol25 entry of this formula, charge and spin), the calculation gives 401.2 kJ/mol. The orbital gap (spin up / spin down) is 6.304 / 4.947 eV. The value obtained for the LUMO energy (spin up / spin down) is -6.9 / -7.7 eV. As for the net charge: +1. As for the expectation value of S²: 1.76. The multiplicity is 2. Its HOMO energy (spin up / spin down) is -13.16 / -12.65 eV.



# 4
A structure of composition C5H13NSi at a distorted geometry. Source: the OMol25 dataset; level of theory: ωB97M-V/def2-TZVPD.

Cartesian coordinates (Å):
C -2.057 -0.158 0.160
C -0.956 0.570 -0.044
C -1.971 -1.621 0.037
C -0.871 2.028 0.007
C 2.410 0.898 -0.351
N 1.399 -1.670 0.722
Si 1.108 -0.442 -0.474
H -2.967 0.267 0.461
H -0.978 -1.995 0.181
H -2.482 -2.040 0.846
H -2.279 -1.934 -0.990
H -1.855 2.622 0.158
H -0.164 2.310 0.873
H -0.596 2.298 -1.055
H 2.513 1.369 -1.298
H 2.168 1.781 0.341
H 3.499 0.562 -0.256
H 2.281 -2.128 0.788
H 0.905 -1.670 1.681
H 0.893 -1.048 -1.788

As for the electronic energy: -542.4971 Eh. For the relative energy (zero: lowest compared OMol25 entry of this formula, charge and spin), the calculation gives 189.2 kJ/mol. The orbital gap is 9.523 eV. The value obtained for the LUMO energy is 0.9 eV. Its HOMO energy is -8.67 eV.



# 5
A structure of composition C5H13O2Yb at a distorted geometry. Source: the OMol25 dataset; level of theory: ωB97M-V/def2-TZVPD.

Cartesian coordinates (Å):
C 2.788 1.119 -1.197
O 1.449 0.880 -0.876
C 1.085 -0.631 0.981
H 3.043 0.194 -1.741
H 2.899 2.024 -1.816
H 3.501 1.143 -0.354
H 1.834 -1.441 1.065
H 1.971 0.018 1.058
C -2.799 0.721 -0.531
O -1.565 0.354 0.095
C -1.325 -1.067 0.070
C -0.212 -1.436 1.023
H -2.901 1.810 -0.467
H -2.797 0.407 -1.583
H -3.621 0.238 0.012
H -1.094 -1.373 -0.962
H -2.259 -1.557 0.378
H 0.014 -2.495 0.844
H -0.605 -1.354 2.048
H 0.614 0.526 1.660
Yb -0.018 1.919 0.292

As for the electronic energy: -1506.9891 Eh. The orbital gap (spin up / spin down) is 6.472 / 6.471 eV. The value obtained for the LUMO energy (spin up / spin down) is -4.6 / -4.6 eV. As for the net charge: +1. Its HOMO energy (spin up / spin down) is -11.07 / -11.08 eV.



# 6
A cluster of 3 separate species, C5H13O3 in total at a distorted geometry. Source: the OMol25 dataset; level of theory: ωB97M-V/def2-TZVPD.

Cartesian coordinates (Å):
C -1.100 -0.206 -0.333
O 0.229 0.191 -0.658
C -1.250 -1.810 -0.308
C 0.184 -2.448 -0.276
C 1.040 -2.474 0.934
C 2.189 -3.075 0.939
H -2.069 -0.062 -0.938
H -1.558 0.208 0.708
H -1.800 -2.057 0.510
H -1.716 -2.324 -1.140
H 0.928 -1.864 -1.020
H 0.070 -3.511 -0.759
H 0.507 -1.772 1.529
H 2.638 -3.775 0.212
H 3.015 -2.843 1.725
H 0.863 3.120 -0.499
H 0.086 1.562 -0.306
O -0.018 2.651 -0.483
H -1.537 4.470 0.162
H -0.137 4.619 0.417
O -0.920 5.197 0.348

As for the electronic energy: -423.9382 Eh. For the relative energy (zero: lowest compared OMol25 entry of this formula, charge and spin), the calculation gives 250.6 kJ/mol. The orbital gap is 7.834 eV. The value obtained for the LUMO energy is 3.9 eV. As for the net charge: -1. Its HOMO energy is -3.98 eV.



Among the records above, which one has the lowest electronic energy?
C5H13O2Yb



What is the electronic energy in the second record?
-1049.4075 Eh